Density functional theory data (the ωB97M-V functional and the def2-TZVPD basis) for C5H11BrNO3SZn as an isolated structure.

Computed properties:
total charge	+1
calculated total energy	-142283.586	eV
spin multiplicity	1
ΔE to the lowest compared entry with this formula, charge and spin	0.0	kcal/mol

Cartesian coordinates (Å):
Zn (-2.611, 1.248, 1.513)
Br (-0.347, 1.399, 2.273)
C (2.066, -0.913, 4.094)
C (1.463, -0.521, 5.335)
N (0.893, -0.211, 6.283)
H (2.048, -1.980, 3.886)
H (3.112, -0.601, 4.032)
H (1.598, -0.371, 3.270)
O (-2.986, -1.360, -1.731)
S (-2.093, -0.242, -1.606)
O (-2.189, 0.585, -0.408)
O (-0.584, -0.763, -1.791)
C (0.480, 0.087, -1.313)
C (1.699, -0.225, -2.150)
C (-2.328, 0.784, -3.066)
H (0.657, -0.074, -0.249)
H (0.234, 1.154, -1.373)
H (2.543, 0.390, -1.844)
H (1.483, -0.017, -3.198)
H (1.925, -1.284, -2.034)
H (-2.520, 0.122, -3.902)
H (-1.408, 1.338, -3.248)
H (-3.133, 1.454, -2.774)